{
  "formula": "C38H54N6O4S",
  "method": "wB97M-V/def2-TZVPD",
  "smiles": "[H]/N=C/Cc1cc(S)c(CCCCOC(C)=O)c2c1C(=O)C=CC2=O.CCCC#N.CCCC#N.CCCC#N.CCCC#N.CCCC#N",
  "spin_multiplicity": 1,
  "homo_energy_ev": -8.753,
  "species": ["H", "N", "C", "C", "C", "C", "C", "S", "C", "C", "C", "C", "C", "O", "C", "C", "O", "C", "C", "C", "O", "C", "C", "C", "O", "H", "H", "H", "H", "H", "H", "H", "H", "H", "H", "H", "H", "H", "H", "H", "H", "H", "H", "C", "C", "C", "C", "N", "H", "H", "H", "H", "H", "H", "H", "C", "C", "C", "C", "N", "H", "H", "H", "H", "H", "H", "H", "C", "C", "C", "C", "N", "H", "H", "H", "H", "H", "H", "H", "C", "C", "C", "C", "N", "H", "H", "H", "H", "H", "H", "H", "C", "C", "C", "C", "N", "H", "H", "H", "H", "H", "H", "H"],
  "xyz": [[-3.309442, -1.475108, 4.996909], [-2.730465, -0.596577, 5.059060], [-3.475277, 0.489766, 4.586552], [-2.777566, 1.973303, 4.570034], [-1.472731, 2.092309, 3.546469], [-1.046339, 0.781469, 2.623965], [0.268376, 0.874029, 1.646345], [0.736349, -0.638416, 0.626823], [1.118017, 2.314101, 1.615226], [2.467929, 2.285895, 0.628178], [3.665246, 1.618293, 1.586398], [5.175292, 2.090317, 1.155723], [6.165733, 1.764923, 2.447819], [7.062438, 2.874416, 2.807058], [7.057467, 3.153769, 4.252903], [7.215134, 2.056708, 5.461374], [6.952662, 4.455820, 4.639614], [0.717111, 3.643881, 2.486926], [-0.626579, 3.528156, 3.474571], [-1.010004, 4.882550, 4.316672], [-1.826161, 4.938301, 5.389683], [-0.344629, 6.350621, 3.870052], [0.875445, 6.483179, 3.012856], [1.557320, 5.065834, 2.480433], [2.856807, 5.173036, 2.087308], [-4.583657, 0.383111, 4.225560], [-3.530146, 2.851342, 4.391149], [-2.322395, 2.137062, 5.661434], [-1.622516, -0.255981, 2.637907], [1.285568, -1.623298, 1.498839], [2.753534, 3.348124, 0.223046], [2.275059, 1.613487, -0.339076], [3.435233, 2.040547, 2.679081], [3.539981, 0.437802, 1.692228], [5.250482, 3.194885, 0.771251], [5.523698, 1.343460, 0.292205], [5.455615, 1.549798, 3.352665], [6.775070, 0.755270, 2.262076], [6.215860, 1.413798, 5.541561], [8.114005, 1.315834, 5.349412], [7.291184, 2.639686, 6.499882], [-0.827363, 7.379536, 4.235128], [1.340290, 7.549368, 2.744249], [7.476551, -1.521602, 9.740356], [7.002055, -0.106393, 9.436780], [5.661070, -0.066796, 8.703068], [5.737897, -0.663670, 7.362782], [5.798160, -1.141936, 6.307121], [7.656689, -2.091170, 8.823599], [8.415846, -1.490373, 10.302068], [6.738664, -2.061268, 10.342790], [7.769666, 0.411886, 8.848288], [6.901078, 0.438362, 10.381887], [5.342765, 0.977935, 8.607492], [4.895676, -0.578317, 9.296885], [1.190576, -0.876036, -5.309166], [0.826453, -1.251246, -3.878518], [0.928341, -0.076589, -2.904896], [2.306340, 0.411256, -2.757741], [3.394156, 0.800339, -2.647917], [2.233203, -0.553482, -5.387842], [1.059359, -1.739885, -5.968953], [0.550358, -0.067691, -5.677055], [1.472839, -2.073588, -3.546704], [-0.202193, -1.628001, -3.867315], [0.560598, -0.399521, -1.923878], [0.276088, 0.739283, -3.235081], [-0.427029, -4.656205, -7.205473], [-0.641058, -5.094443, -5.762469], [-2.031954, -4.748613, -5.229601], [-2.257530, -3.298944, -5.151470], [-2.437095, -2.153698, -5.097076], [-0.490246, -3.568791, -7.309570], [0.565565, -4.965665, -7.548641], [-1.171708, -5.110302, -7.867208], [0.129984, -4.637200, -5.129551], [-0.502288, -6.179506, -5.702782], [-2.141758, -5.178386, -4.227027], [-2.798765, -5.212961, -5.859271], [-6.353582, -2.586842, -6.412656], [-6.898650, -3.782182, -7.183489], [-7.081656, -5.025761, -6.312763], [-5.806032, -5.542310, -5.798477], [-4.798451, -5.945079, -5.386956], [-5.353012, -2.785386, -6.016750], [-6.283206, -1.715381, -7.071726], [-7.010704, -2.327558, -5.576231], [-6.228195, -4.004768, -8.023196], [-7.868842, -3.508270, -7.612299], [-7.564129, -5.807031, -6.911723], [-7.757424, -4.801993, -5.480077], [-6.008634, 0.218791, -2.960663], [-6.483130, 1.634000, -3.264239], [-7.824115, 1.673597, -3.997951], [-7.747288, 1.076722, -5.338237], [-7.687026, 0.598456, -6.393899], [-5.828497, -0.350778, -3.877421], [-5.069339, 0.250019, -2.398951], [-6.746522, -0.320875, -2.358230], [-5.715519, 2.152279, -3.852731], [-6.584107, 2.178755, -2.319133], [-8.142420, 2.718328, -4.093528], [-8.589510, 1.162075, -3.404134]],
  "forces_ev_per_angstrom": [[0.4, 1.2, 0.0], [-3.9, 4.3, -2.3], [2.6, -2.8, 1.3], [1.2, -0.4, 0.7], [1.9, 0.2, -1.7], [2.8, 3.2, -0.7], [-2.0, 3.3, 3.8], [0.0, 0.7, 1.5], [-1.0, -0.2, 0.4], [-0.5, -0.7, 0.4], [-0.6, 1.1, 0.7], [0.4, -1.6, -0.1], [-1.1, -1.5, 0.1], [-0.9, -0.4, 3.5], [-0.2, 6.6, 1.5], [-1.0, -0.2, 0.2], [0.8, -8.4, -2.8], [-2.2, -2.8, 0.4], [1.1, -2.1, -1.8], [-2.5, 1.0, 3.7], [4.7, -0.8, -6.6], [3.1, 0.2, -2.5], [-3.6, -2.2, 2.1], [5.2, 1.2, -1.3], [-8.1, -1.2, 2.2], [2.1, 0.2, 0.7], [1.4, -1.8, 0.2], [-1.0, -0.3, -2.4], [1.3, 2.7, 0.2], [-0.7, 1.7, -0.5], [-0.6, -2.0, 1.3], [0.3, 1.4, 2.4], [0.6, -0.8, -2.3], [0.4, 2.6, -0.6], [-0.3, -2.2, 1.0], [-0.7, 1.9, 1.7], [1.3, 0.4, -1.6], [-1.1, 2.4, 0.3], [2.2, 1.3, -0.4], [-1.7, 1.5, -0.1], [0.0, -1.0, -2.7], [0.9, -2.9, -0.5], [-0.9, -2.9, 0.6], [0.1, -0.1, 0.0], [0.4, -0.1, 0.1], [0.0, 0.4, 0.1], [-0.1, -0.6, -1.1], [0.0, 0.6, 1.4], [-0.1, 0.0, 0.1], [-0.2, -0.1, -0.1], [0.1, 0.0, -0.1], [-0.2, 0.0, 0.1], [-0.1, 0.0, -0.2], [-0.1, -0.2, -0.2], [0.1, 0.0, -0.2], [0.0, 0.0, -0.1], [0.0, -0.3, -0.3], [-0.2, -0.2, 0.1], [1.0, 0.5, 0.1], [-1.3, -0.5, -0.1], [-0.1, 0.0, 0.0], [0.0, 0.1, 0.0], [0.1, -0.1, 0.0], [-0.1, 0.2, 0.1], [0.1, 0.1, 0.1], [0.2, 0.2, -0.2], [0.2, 0.0, 0.0], [0.1, 0.0, -0.1], [0.4, 0.1, -0.2], [0.3, -0.2, 0.1], [-0.3, 1.1, 0.0], [0.2, -1.4, 0.0], [-0.1, -0.1, 0.0], [-0.2, 0.1, 0.0], [0.1, 0.1, 0.1], [-0.1, -0.1, 0.0], [-0.1, 0.1, 0.1], [-0.2, 0.2, -0.2], [0.2, 0.3, 0.2], [0.1, 0.1, -0.1], [0.2, 0.4, -0.1], [-0.2, -0.1, -0.3], [0.9, -0.5, 0.6], [-1.6, 0.4, -0.6], [-0.1, 0.0, 0.0], [0.0, -0.1, 0.2], [0.1, 0.0, -0.1], [-0.2, -0.1, 0.1], [0.1, -0.2, 0.1], [0.2, 0.0, 0.2], [0.2, -0.1, 0.0], [0.1, -0.1, 0.0], [0.4, -0.1, 0.2], [0.0, 0.4, 0.1], [-0.1, -0.6, -1.1], [-0.1, 0.7, 1.4], [0.0, 0.0, 0.1], [-0.1, -0.1, -0.1], [0.1, 0.0, -0.1], [-0.2, 0.0, 0.1], [-0.1, 0.0, -0.2], [-0.1, -0.2, -0.1], [0.1, 0.0, -0.2]],
  "mulliken_charge": [0.251, -0.542, -0.162, -0.143, 0.367, -0.593, -0.046, -0.185, -0.156, 0.324, -0.556, -0.456, -0.169, -0.315, 0.533, -0.528, -0.558, 0.184, 0.004, 0.421, -0.560, -0.364, -0.373, 0.478, -0.536, 0.272, 0.322, 0.247, 0.171, 0.202, 0.414, -0.642, 0.370, 0.194, 0.321, 0.258, 0.086, 0.244, 0.080, 0.314, 0.281, 0.273, 0.298, -1.168, -0.349, -0.357, 0.229, -0.478, 0.339, 0.339, 0.305, 0.228, 0.338, 0.287, 0.332, -1.193, -0.184, 0.110, 0.339, -0.563, 0.426, 0.210, 0.315, 0.288, 0.068, -0.255, 0.341, -1.198, -0.494, -0.187, 0.364, -0.525, 0.294, 0.333, 0.369, 0.258, 0.342, 0.334, 0.191, -0.774, -0.561, -0.510, 0.336, -0.498, 0.094, 0.380, 0.261, 0.314, 0.321, 0.286, 0.291, -0.941, -0.420, -0.454, 0.306, -0.443, 0.172, 0.305, 0.317, 0.298, 0.305, 0.285, 0.279]
}